The following is a DFT calculation (the ωB97M-V functional and the def2-TZVPD basis) of a 17-piece molecular cluster, C26H89N31O17 overall in a non-equilibrium geometry.

Geometry as XYZ:
```
163
Properties=species:S:1:pos:R:3
C -0.46543 5.85950 -1.77340
C 0.84587 5.33925 -2.39859
C 1.06906 3.80429 -2.26226
O 2.30491 3.40826 -2.80965
C 2.86071 2.30500 -2.11629
N 0.80423 5.66325 -3.89486
H -1.29508 5.18020 -1.96915
H -0.62543 6.84734 -2.20547
H -0.47863 5.85725 -0.68348
H 1.73629 5.87078 -2.06284
H 0.42946 3.17733 -2.88351
H 0.91451 3.62007 -1.19913
H 3.74391 1.86616 -2.58049
H 2.12076 1.51612 -1.98118
H 3.12165 2.59896 -1.09962
H -0.14792 5.52663 -4.20282
H 1.17148 4.85410 -4.37498
C -2.93361 -4.31363 6.94063
C -2.17601 -3.22325 6.13537
C -1.92469 -3.68226 4.65347
O -1.08916 -2.73249 4.03898
C -0.88362 -2.82791 2.58478
N -3.02400 -2.03339 6.08514
H -3.90868 -4.54262 6.51062
H -3.00248 -4.00444 7.98358
H -2.39934 -5.25997 6.85643
H -1.19493 -2.95332 6.52617
H -2.86499 -3.62771 4.10486
H -1.39540 -4.58438 4.34666
H -0.17734 -3.61198 2.31183
H -0.43708 -1.88363 2.27329
H -1.85407 -2.99062 2.11589
H -3.97217 -2.25720 5.81874
H -2.62246 -1.37720 5.43071
C 1.22192 8.17413 0.38743
C 0.54385 7.40506 1.48736
C 1.29480 6.23885 2.05305
O 1.36522 5.14874 1.12192
C 2.18869 3.99178 1.52871
N 0.18122 8.33196 2.51768
H 0.66428 8.99699 -0.05982
H 1.54931 7.60605 -0.48332
H 2.19355 8.51410 0.74584
H -0.41528 7.00309 1.16089
H 0.83719 5.82552 2.95186
H 2.26727 6.66160 2.30543
H 1.90024 3.05332 1.05521
H 2.10149 3.74689 2.58726
H 3.22943 4.18169 1.26626
H 0.98044 8.82401 2.89080
H -0.19334 8.99708 1.85631
C -3.16714 0.16781 3.01393
O -2.09148 0.48552 3.20352
N -3.57933 -1.05939 3.18123
N -4.12350 0.89281 2.52703
H -2.87249 -1.75893 3.35761
H -4.53570 -1.25468 2.92179
H -3.73294 1.79071 2.27934
H -4.96738 0.52820 2.10866
C 3.00592 -2.97752 3.45601
O 3.06538 -4.15144 3.28347
N 2.82510 -2.47635 4.62661
N 2.92954 -2.15173 2.51750
H 3.02978 -3.19581 5.30527
H 3.08528 -1.50552 4.72616
H 2.92942 -2.68944 1.66253
H 2.79268 -1.18870 2.78944
C -3.72287 -6.90621 -0.73196
O -4.66537 -7.53959 -0.29702
N -3.06506 -7.41358 -1.81229
N -3.28507 -5.76616 -0.38569
H -3.32728 -8.24671 -2.31948
H -2.36217 -6.76695 -2.14079
H -2.53475 -5.42382 -0.96873
H -3.81587 -5.13424 0.19657
C 0.04108 0.30044 -0.34242
O -0.23582 1.38979 0.10285
N 1.04424 -0.49096 0.05013
N -0.86713 -0.38163 -1.04157
H 1.18261 -1.36381 -0.43881
H 1.65705 -0.17491 0.78817
H -0.68115 -1.33854 -1.30583
H -1.80608 -0.05938 -0.85547
C -5.90913 -2.08769 -1.23724
O -6.60200 -2.89157 -0.67261
N -5.37349 -2.25745 -2.41417
N -5.54628 -0.97945 -0.75576
H -4.77605 -1.54669 -2.81164
H -5.52838 -3.05263 -3.01732
H -4.67657 -0.75569 -1.21798
H -5.77264 -0.86007 0.22128
C 4.81169 -1.06909 -3.20270
O 4.32885 -1.19704 -2.08924
N 4.38499 -0.09639 -3.97460
N 5.62742 -1.96155 -3.76236
H 3.67691 0.52370 -3.60827
H 4.80916 0.12297 -4.86458
H 5.83882 -2.78655 -3.21941
H 6.09563 -1.69064 -4.61530
C -0.53384 -0.44154 -5.70546
O -1.33120 -1.31437 -5.58429
N -0.09685 -0.04879 -6.88017
N -0.05176 0.14942 -4.68340
H -0.39780 -0.61803 -7.65831
H 0.64261 0.63796 -6.92089
H 0.63108 0.88296 -4.80888
H -0.65134 0.04456 -3.87743
C 2.33220 -3.41569 -0.77183
O 1.68778 -2.61588 -1.42633
N 1.80894 -4.46788 -0.24224
N 3.57257 -3.34961 -0.75167
H 2.22710 -4.88284 0.57815
H 0.83696 -4.68677 -0.40790
H 3.97465 -4.00309 -0.09485
H 3.92559 -2.52233 -1.21112
C 3.00187 -4.92558 -4.42828
O 2.48147 -5.77648 -5.11128
N 2.55855 -3.72354 -4.37492
N 4.00512 -5.09660 -3.67280
H 1.78996 -3.44457 -4.96784
H 3.12441 -2.95898 -4.03527
H 4.48529 -4.34105 -3.20516
H 4.37195 -6.02673 -3.53003
C -1.24454 -3.85192 -2.84962
O -1.23870 -4.53205 -1.85230
N -2.33539 -3.62463 -3.43606
N -0.24579 -3.18595 -3.31794
H -2.39587 -2.99063 -4.21994
H -3.14914 -4.15820 -3.16547
H 0.56676 -3.41793 -2.76472
H -0.29791 -2.43188 -3.98784
C 1.03999 0.62918 4.95536
O 2.18250 0.41618 5.03147
N 0.19822 0.30268 5.87548
N 0.46847 1.03720 3.83462
H -0.79370 0.48917 5.83760
H 0.61973 -0.33606 6.53460
H 1.01472 1.23477 3.00839
H -0.54148 1.02990 3.84056
C -2.43204 4.33675 1.83674
O -3.61854 3.98273 1.73556
N -1.38968 3.67479 1.56766
N -2.23321 5.55826 2.17537
H -0.47472 4.03769 1.79400
H -1.45050 2.69653 1.32391
H -3.10897 6.03153 2.34616
H -1.32415 5.95673 2.36228
C -3.39763 1.46220 -2.43583
O -3.54160 0.33970 -2.01908
N -2.75390 2.39462 -1.74160
N -3.81460 1.91419 -3.57175
H -2.36775 2.11090 -0.85250
H -2.34739 3.23750 -2.12161
H -3.79309 2.88252 -3.85806
H -4.27283 1.18810 -4.10364
C 4.01350 0.77457 1.22969
O 2.95850 0.55932 1.68987
N 4.52003 0.30384 0.11883
N 4.87133 1.58008 1.80791
H 3.96571 -0.27392 -0.49682
H 5.40702 0.59964 -0.26306
H 4.88892 1.76931 2.79987
H 5.75338 1.57524 1.31593
```

The value obtained for the frontier orbital gap is 0.282 Ha. The HOMO energy comes out at -0.3108 hartree. As for the total charge: 0. The value obtained for the LUMO energy is -0.79 eV. For the energy above the lowest of the compared OMol25 structures with the same formula, charge and spin, the calculation gives 8.941 eV.

Mulliken atomic charge list, values in e, 8 entries:
1. C -1.11
2. C 1.10
3. C -0.27
4. O -0.55
5. C -0.82
6. N -0.89
7. H 0.26
8. H 0.47